1.
Computed, not measured: a cluster of 7 separate species, C28H67Cl4N2O14P3 in total, with wB97M-V/def2-TZVPD.

```
118
Properties=species:S:1:pos:R:3
C -14.624 -4.759 6.462
O -15.820 -4.834 6.776
N -13.599 -5.286 7.137
C -12.268 -5.126 6.639
C -13.635 -6.300 8.175
H -14.323 -4.122 5.615
H -11.749 -6.054 6.396
H -11.762 -4.724 7.516
H -12.205 -4.405 5.824
H -14.453 -7.019 8.141
H -12.730 -6.905 8.235
H -13.844 -5.917 9.174
C -16.140 -8.641 12.426
O -17.239 -9.043 12.060
N -15.148 -8.286 11.599
C -13.840 -7.816 12.153
C -15.443 -8.038 10.192
H -15.792 -8.482 13.458
H -13.165 -8.099 11.346
H -13.399 -8.099 13.109
H -13.929 -6.733 12.073
H -14.769 -8.458 9.445
H -16.499 -8.209 9.983
H -15.415 -6.950 10.142
Cl -20.508 -5.657 5.204
C -19.005 -4.774 5.474
C -19.187 -3.209 4.998
Cl -20.441 -2.298 5.719
H -18.242 -5.252 4.861
H -18.689 -4.984 6.496
H -19.303 -3.066 3.923
H -18.235 -2.734 5.235
Cl -12.276 0.027 1.836
C -13.032 0.757 3.337
C -12.863 -0.279 4.478
Cl -13.784 -1.699 4.158
H -14.052 0.981 3.025
H -12.458 1.657 3.555
H -13.208 0.095 5.443
H -11.837 -0.645 4.504
C -4.029 -4.174 7.226
C -4.527 -5.502 6.523
O -5.496 -5.111 5.599
P -7.054 -5.324 6.074
O -7.578 -4.381 7.078
O -7.048 -6.837 6.655
C -8.150 -7.707 6.559
C -8.517 -8.011 7.975
O -7.967 -5.227 4.733
C -8.119 -4.008 4.017
C -9.377 -3.898 3.173
H -3.029 -4.309 7.640
H -4.001 -3.413 6.447
H -4.601 -3.896 8.111
H -3.745 -6.022 5.969
H -5.015 -6.073 7.312
H -9.023 -7.376 5.998
H -7.741 -8.603 6.091
H -9.314 -8.753 8.012
H -7.692 -8.167 8.670
H -8.973 -7.119 8.405
H -8.233 -3.150 4.678
H -7.280 -3.847 3.340
H -10.213 -3.719 3.849
H -9.401 -3.166 2.365
H -9.544 -4.826 2.626
C -11.294 -5.663 0.182
C -11.496 -7.065 0.639
O -12.146 -7.150 1.937
P -11.330 -7.708 3.184
O -10.869 -6.577 4.082
O -12.408 -8.787 3.901
C -12.928 -8.577 5.155
C -12.158 -9.093 6.313
O -10.210 -8.649 2.540
C -9.311 -9.334 3.376
C -7.808 -8.961 3.150
H -10.403 -5.151 0.547
H -11.362 -5.465 -0.888
H -12.182 -5.199 0.613
H -12.206 -7.546 -0.033
H -10.563 -7.617 0.521
H -13.136 -7.516 5.289
H -13.785 -9.247 5.229
H -12.196 -10.179 6.229
H -11.131 -8.739 6.402
H -12.592 -8.740 7.248
H -9.432 -9.170 4.446
H -9.341 -10.400 3.149
H -7.699 -7.915 3.434
H -6.994 -9.509 3.624
H -7.584 -9.147 2.099
C -17.274 2.670 2.752
C -17.241 1.401 3.581
O -17.239 1.826 4.926
P -16.219 1.445 6.164
O -14.876 2.007 6.215
O -17.147 1.806 7.499
C -18.533 1.726 7.636
C -19.159 3.121 7.211
O -16.317 -0.169 6.217
C -15.521 -0.891 7.201
C -16.498 -1.554 8.214
H -16.528 3.376 3.119
H -16.988 2.371 1.744
H -18.266 3.122 2.730
H -18.100 0.759 3.386
H -16.415 0.757 3.282
H -19.069 0.928 7.123
H -18.768 1.634 8.697
H -18.799 3.903 7.879
H -18.818 3.422 6.221
H -20.247 3.052 7.219
H -14.903 -1.665 6.746
H -14.760 -0.282 7.688
H -16.305 -2.610 8.402
H -16.271 -1.169 9.208
H -17.555 -1.453 7.966
```

Results
spin multiplicity	2
HOMO energy (alpha / beta)	-11.7 / -11.7	eV
lowest unoccupied orbital energy (alpha / beta)	-4.29 / -9.33	eV
electronic energy	-139719.2894	eV
orbital gap (alpha / beta)	7.37 / 2.33	eV
charge	+1

2.
Computed, not measured: a cluster of 10 separate species, C17H47Cl7NO11 in total, with wB97M-V/def2-TZVPD.

```
83
Properties=species:S:1:pos:R:3
Cl 0.770 -0.587 -1.019
O 1.257 -0.823 -2.342
O -0.381 -1.333 -0.803
O 1.868 -0.870 -0.091
O 0.446 0.838 -1.036
Cl 2.802 -0.518 4.860
C 2.116 0.108 3.335
C 2.599 1.548 3.041
Cl 4.427 1.935 3.105
H 1.033 0.072 3.453
H 2.429 -0.630 2.597
H 2.066 2.186 3.746
H 2.247 1.949 2.091
Cl -2.304 -1.012 -5.327
C -1.384 0.370 -4.856
C -1.178 1.349 -6.045
Cl -2.673 2.175 -6.505
H -0.497 0.010 -4.335
H -1.936 0.814 -4.028
H -0.782 0.830 -6.918
H -0.381 2.039 -5.768
Cl 5.922 -2.771 2.054
C 5.097 -1.189 1.820
C 5.812 -0.507 0.689
Cl 7.427 0.166 1.392
H 5.202 -0.625 2.747
H 4.042 -1.374 1.620
H 5.240 0.356 0.348
H 5.962 -1.129 -0.194
C 0.001 4.378 -2.548
O 0.716 3.459 -3.245
H -0.769 4.655 -3.268
H -0.500 3.920 -1.695
H 0.485 5.315 -2.273
H 1.193 2.834 -2.695
C -1.664 1.836 1.485
O -0.271 1.904 1.558
H -2.204 2.198 2.360
H -1.948 2.383 0.586
H -1.991 0.798 1.542
H -0.053 1.405 0.767
C -2.221 -4.506 -1.065
O -2.250 -3.639 -2.202
H -2.611 -5.483 -1.348
H -1.233 -4.483 -0.605
H -3.032 -4.299 -0.367
H -1.669 -2.918 -1.948
C 3.576 -0.212 -4.653
O 3.698 -1.485 -4.000
H 3.513 -0.318 -5.736
H 2.623 0.291 -4.488
H 4.501 0.265 -4.331
H 2.789 -1.617 -3.721
C 3.174 3.160 -1.010
O 3.340 2.147 -1.912
H 3.750 4.066 -1.198
H 2.174 3.559 -0.840
H 3.417 2.816 -0.005
H 3.205 1.312 -1.458
C -2.487 -1.583 6.413
O -2.713 -2.526 5.398
C -1.905 -2.280 4.246
C -2.616 -1.205 3.411
N -4.023 -1.528 3.035
C -4.499 -0.643 1.997
C -3.957 -0.950 0.549
O -4.419 0.046 -0.417
C -3.769 -0.124 -1.618
H -1.503 -1.478 6.871
H -3.157 -1.786 7.249
H -2.769 -0.564 6.150
H -1.886 -3.181 3.633
H -0.843 -2.109 4.421
H -1.964 -0.951 2.576
H -2.505 -0.290 3.992
H -4.543 -2.029 3.741
H -4.357 0.421 2.187
H -5.570 -0.836 1.939
H -4.205 -1.963 0.232
H -2.882 -1.099 0.448
H -2.722 0.083 -1.399
H -3.964 0.609 -2.400
H -3.728 -1.154 -1.973
```

Results
HOMO energy	-6.9	eV
lowest unoccupied orbital energy	2.26	eV
electronic energy	-130051.8153	eV
orbital gap	9.12	eV
charge	-1

3.
Computed, not measured: an isolated molecule of C3H8NOPS, with wB97M-V/def2-TZVPD.

```
15
Properties=species:S:1:pos:R:3
C -0.024 -0.255 -1.103
C 0.635 0.486 0.788
C 1.201 0.552 -0.651
N -0.541 -0.200 0.264
O 2.395 -0.121 -0.896
P -2.037 -0.566 0.831
S -2.006 -2.306 1.607
H -0.661 0.213 -1.858
H 0.243 -1.267 -1.416
H 1.227 -0.143 1.459
H 0.427 1.447 1.266
H 1.226 1.572 -1.055
H 3.139 0.394 -0.564
H -2.829 -0.337 -0.298
H -2.393 0.531 1.625
```

Results
HOMO energy	-8.5	eV
lowest unoccupied orbital energy	0.58	eV
SMILES string	OC1CN([PH2]=S)C1
electronic energy	-26901.2707	eV
energy above the lowest of the compared OMol25 structures with the same formula, charge and spin	0.0	kJ/mol
orbital gap	9.04	eV
charge	0

4.
Computed, not measured: a structure of composition C9H16CoOP, with wB97M-V/def2-TZVPD.

```
28
Properties=species:S:1:pos:R:3
C 0.955 0.572 -2.566
C 0.086 0.187 -3.593
C -0.468 -1.101 -3.629
C -0.451 -1.962 -2.533
C 0.049 -1.555 -1.311
Co 0.040 0.190 -1.057
P 0.156 2.418 -0.522
H 1.626 1.445 -2.694
H -0.110 0.839 -4.457
H -0.900 -1.475 -4.557
H -0.063 -2.267 -0.476
H -0.829 -2.991 -2.638
H -0.997 2.919 0.156
H 0.403 3.485 -1.432
H 1.182 2.642 0.443
C -0.500 0.233 3.258
C 0.639 -0.778 3.029
C 0.858 -0.851 1.518
O -0.203 -0.067 0.920
C -1.156 0.405 1.889
H -1.227 -0.094 4.008
H -0.083 1.195 3.599
H 0.312 -1.766 3.360
H 1.564 -0.541 3.558
H 1.814 -0.452 1.162
H 0.768 -1.878 1.148
H -2.057 -0.198 1.755
H -1.409 1.444 1.661
```

Results
spin multiplicity	4
HOMO energy (alpha / beta)	0.7 / -4.2	eV
lowest unoccupied orbital energy (alpha / beta)	3.65 / 3.38	eV
electronic energy	-58548.7259	eV
energy above the lowest of the compared OMol25 structures with the same formula, charge and spin	102.8	kJ/mol
orbital gap (alpha / beta)	2.91 / 7.61	eV
charge	-1

5.
Computed, not measured: a structure of composition C52H49BF4IN7OP2Ru, with wB97M-V/def2-TZVPD.

```
118
Properties=species:S:1:pos:R:3
Ru 0.292 0.238 -0.218
C 0.922 -5.102 -0.918
C 0.308 -3.902 -0.197
C 0.587 -4.040 1.298
P 0.850 -2.209 -0.831
C 1.095 -2.566 -2.645
C 1.577 -1.327 -3.401
C -0.192 -3.090 -3.298
C 2.534 -2.132 -0.122
C 3.547 -2.975 -0.542
C 4.793 -3.015 0.076
C 5.877 -3.930 -0.421
C 5.018 -2.165 1.162
C 4.047 -1.300 1.595
C 2.777 -1.241 0.966
N 1.853 -0.313 1.337
C 2.019 0.409 2.536
C 2.041 -0.261 3.775
C 1.965 -1.764 3.909
C 2.117 0.483 4.947
C 2.216 1.862 4.941
C 2.248 2.656 6.215
C 2.241 2.505 3.706
C 2.129 1.822 2.513
C 2.173 2.598 1.226
H 0.445 -6.010 -0.540
H 1.989 -5.176 -0.701
H 0.785 -5.082 -1.999
H -0.777 -3.918 -0.346
H 1.663 -4.107 1.480
H 0.118 -4.951 1.685
H 0.195 -3.202 1.861
H 1.873 -3.328 -2.713
H 0.924 -0.474 -3.213
H 1.567 -1.522 -4.479
H 2.588 -1.048 -3.119
H -0.840 -2.254 -3.567
H -0.771 -3.764 -2.663
H 0.063 -3.625 -4.218
H 3.386 -3.617 -1.400
H 5.507 -4.582 -1.213
H 6.267 -4.552 0.387
H 6.710 -3.348 -0.823
H 5.987 -2.166 1.650
H 4.254 -0.600 2.396
H 1.678 -2.254 2.985
H 1.245 -2.036 4.683
H 2.937 -2.165 4.212
H 2.092 -0.048 5.896
H 2.417 2.014 7.080
H 1.289 3.167 6.341
H 3.026 3.422 6.182
H 2.327 3.587 3.678
H 2.187 3.668 1.432
H 1.278 2.397 0.637
H 3.041 2.338 0.621
I -2.879 -2.018 -1.405
C -4.270 -0.981 -2.585
C -5.318 -1.791 -2.922
C -6.359 -1.344 -3.750
C -6.313 -0.077 -4.226
C -5.250 0.796 -3.891
C -5.305 2.094 -4.433
C -4.349 3.008 -4.137
C -3.296 2.638 -3.296
C -3.148 1.380 -2.749
P -1.574 1.381 -1.683
C -2.053 2.868 -0.700
C -1.283 4.016 -0.549
C -1.712 5.047 0.277
C -2.905 4.937 0.974
C -3.684 3.797 0.822
C -3.266 2.776 -0.017
C -0.406 1.947 -2.999
C -0.608 1.586 -4.336
C 0.323 1.922 -5.307
C 1.470 2.625 -4.965
C 1.696 2.963 -3.641
C 0.776 2.607 -2.666
C -4.161 0.385 -3.032
H -5.345 -2.804 -2.541
H -7.176 -2.009 -4.001
H -7.098 0.301 -4.870
H -6.131 2.344 -5.089
H -4.390 4.013 -4.537
H -2.553 3.389 -3.070
H -0.341 4.125 -1.069
H -1.099 5.933 0.385
H -3.220 5.729 1.642
H -4.612 3.688 1.371
H -3.885 1.894 -0.118
H -1.494 1.038 -4.623
H 0.148 1.631 -6.337
H 2.197 2.890 -5.724
H 2.609 3.466 -3.353
H 1.006 2.830 -1.634
F 4.503 -0.439 -1.714
B 3.875 0.811 -1.834
F 3.821 1.206 -3.179
F 4.505 1.781 -1.041
F 2.485 0.683 -1.347
N -2.741 0.407 1.703
C -1.767 1.203 2.072
O -0.663 1.414 1.427
C -1.944 1.922 3.329
C -1.139 3.034 3.661
N -0.508 3.962 3.952
C -2.966 1.530 4.228
N -3.780 1.203 4.983
H -1.273 -1.044 2.169
H -2.543 0.061 0.769
N -1.037 -1.719 2.921
C -1.620 -1.938 3.923
C -2.165 -2.343 5.088
C -1.813 -1.724 6.331
N -1.519 -1.287 7.355
C -3.100 -3.429 5.081
N -3.831 -4.321 5.092
```

Results
spin multiplicity	6
HOMO energy (alpha / beta)	-4.4 / -5.0	eV
lowest unoccupied orbital energy (alpha / beta)	1.61 / -0.26	eV
electronic energy	-108008.8729	eV
energy above the lowest of the compared OMol25 structures with the same formula, charge and spin	292.4	kJ/mol
orbital gap (alpha / beta)	5.98 / 4.70	eV
charge	-1

6.
Computed, not measured: a cluster of 2 separate species, C6H15N in total, with wB97M-V/def2-TZVPD.

```
22
Properties=species:S:1:pos:R:3
C 1.133 0.913 -2.220
N 0.669 1.279 -0.888
C -0.434 0.534 -0.394
C -0.321 0.564 1.154
C 0.802 -0.350 1.631
C 0.325 -1.749 2.010
C -1.786 0.677 -1.076
H 1.839 1.707 -2.509
H 1.751 -0.004 -2.210
H 0.388 0.852 -3.008
H 0.368 -0.221 -0.724
H -0.396 -1.633 -0.672
H -1.270 0.405 1.626
H -0.017 1.575 1.414
H 1.331 0.082 2.489
H 1.540 -0.501 0.847
H -0.361 -1.932 1.152
H 1.055 -2.556 2.071
H -0.202 -1.802 2.966
H -2.598 0.611 -0.350
H -1.844 1.661 -1.497
H -1.973 -0.115 -1.813
```

Results
HOMO energy	-8.0	eV
lowest unoccupied orbital energy	-0.91	eV
electronic energy	-7948.9494	eV
energy above the lowest of the compared OMol25 structures with the same formula, charge and spin	657.8	kJ/mol
orbital gap	7.13	eV
charge	0

7.
Computed, not measured: a structure of composition C21H21HgOP, with wB97M-V/def2-TZVPD.

```
45
Properties=species:S:1:pos:R:3
Hg -1.508 0.889 2.518
C 3.340 2.451 -3.949
C 2.858 3.573 -3.294
C 2.085 3.431 -2.157
C 1.779 2.169 -1.659
C 2.266 1.046 -2.325
C 3.038 1.188 -3.462
P 0.709 2.061 -0.164
C 1.360 0.445 0.414
C 0.647 -0.746 0.443
C 1.268 -1.904 0.881
C 2.593 -1.886 1.284
C 3.298 -0.692 1.280
C 2.682 0.467 0.855
C -0.901 1.716 -0.966
C -1.052 1.746 -2.350
C -2.317 1.706 -2.904
C -3.426 1.669 -2.078
C -3.268 1.625 -0.699
C -2.007 1.653 -0.120
H 3.947 2.558 -4.838
H 3.086 4.561 -3.673
H 1.699 4.300 -1.639
H 2.030 0.057 -1.955
H 3.402 0.308 -3.978
H -0.383 -0.772 0.115
H 0.706 -2.824 0.909
H 3.073 -2.799 1.609
H 4.327 -0.670 1.615
H 3.227 1.405 0.847
H -0.191 1.818 -3.001
H -2.433 1.736 -3.981
H -4.416 1.671 -2.515
H -4.151 1.610 -0.072
C -1.355 -3.726 3.899
C -2.379 -2.594 3.613
C -3.714 -3.246 3.165
O -1.921 -1.714 2.704
H -1.760 -4.445 4.611
H -0.438 -3.301 4.301
H -1.116 -4.241 2.971
H -2.588 -2.104 4.596
H -3.577 -3.714 2.193
H -4.483 -2.483 3.072
H -4.038 -3.999 3.885
```

Results
spin multiplicity	2
HOMO energy (alpha / beta)	-3.6 / -3.6	eV
lowest unoccupied orbital energy (alpha / beta)	2.80 / 2.11	eV
electronic energy	-37627.4017	eV
energy above the lowest of the compared OMol25 structures with the same formula, charge and spin	71.9	kJ/mol
orbital gap (alpha / beta)	6.38 / 5.73	eV
charge	-1

8.
Computed, not measured: a cluster of 2 separate species, H2N2O3S in total, with wB97M-V/def2-TZVPD.

```
8
Properties=species:S:1:pos:R:3
N 1.250 0.124 -0.303
N -1.949 -1.408 0.324
O -1.187 0.223 -0.380
O -2.330 -2.115 -0.485
O 0.672 1.423 1.402
S -0.026 1.122 0.191
H 2.016 0.123 0.402
H 1.554 0.508 -1.149
```

Results
HOMO energy (alpha / beta)	-8.7 / -8.4	eV
lowest unoccupied orbital energy (alpha / beta)	-1.57 / -1.79	eV
electronic energy	-19984.7916	eV
energy above the lowest of the compared OMol25 structures with the same formula, charge and spin	298.9	kJ/mol
orbital gap (alpha / beta)	7.08 / 6.61	eV
charge	0

9.
Computed, not measured: a structure of composition C12H19N4PtS, with wB97M-V/def2-TZVPD.

```
37
Properties=species:S:1:pos:R:3
Pt 0.449 -0.215 0.603
C 3.600 -1.385 -2.100
C 2.489 -1.282 -1.104
N 2.062 -0.116 -0.601
N 2.498 1.110 -0.985
C 1.884 2.213 -0.532
N 2.330 3.418 -0.921
S 0.553 2.121 0.536
C 1.778 -2.418 -0.650
C 2.106 -3.732 -1.052
C 1.290 -4.779 -0.722
C 0.148 -4.539 0.058
C -0.097 -3.253 0.482
N 0.671 -2.212 0.153
H 3.830 -0.423 -2.551
H 3.324 -2.068 -2.900
H 4.508 -1.761 -1.622
H 3.304 1.182 -1.601
H 3.064 3.529 -1.599
H 1.867 4.237 -0.568
H 3.007 -3.894 -1.620
H 1.518 -5.772 -1.070
H -0.528 -5.336 0.316
H -0.964 -3.039 1.094
C -1.349 0.386 4.579
C -0.355 0.556 3.418
C 1.079 0.345 3.908
C -0.668 -0.444 2.330
H -1.110 1.080 5.381
H -1.296 -0.626 4.972
H -2.365 0.576 4.243
H -0.458 1.576 3.033
H 1.172 -0.615 4.410
H 1.370 1.126 4.604
H 1.769 0.361 3.057
H -0.544 -1.462 2.716
H -1.680 -0.299 1.910
```

Results
HOMO energy (alpha / beta)	-11.1 / -11.1	eV
lowest unoccupied orbital energy (alpha / beta)	-4.60 / -4.60	eV
electronic energy	-32788.8542	eV
energy above the lowest of the compared OMol25 structures with the same formula, charge and spin	45.5	kJ/mol
orbital gap (alpha / beta)	6.47 / 6.47	eV
charge	+1

10.
Computed, not measured: a cluster of 2 separate species, C4H5N3 in total, with wB97M-V/def2-TZVPD.

```
12
Properties=species:S:1:pos:R:3
N 1.001 -0.904 1.232
C 0.380 -0.324 -0.901
C -0.643 -1.194 -1.102
N -0.727 -0.355 0.077
C -1.020 0.978 0.242
N -0.126 1.786 -0.312
C 0.744 1.020 -1.014
H 0.325 -1.445 1.782
H 1.143 -0.051 1.789
H -0.805 -2.264 -1.082
H -1.808 1.308 0.909
H 1.536 1.446 -1.618
```

Results
HOMO energy (alpha / beta)	-9.1 / -7.8	eV
lowest unoccupied orbital energy (alpha / beta)	-0.47 / 0.09	eV
electronic energy	-8691.8287	eV
energy above the lowest of the compared OMol25 structures with the same formula, charge and spin	770.3	kJ/mol
orbital gap (alpha / beta)	8.60 / 7.85	eV
charge	0